C31H44BrN3OP2V | ωB97M-V/def2-TZVPD

Atoms and positions in Å:
H: 0.45899 2.72205 3.85472
C: -1.13321 3.61104 -4.46859
C: -2.62508 -1.66083 -3.09495
C: 3.45967 -1.27711 -3.03313
C: 3.75618 -0.28462 -4.14812
H: 0.61710 -1.43847 -2.48684
H: -3.30167 0.04175 -7.17864
H: 1.49576 1.04832 -0.26323
H: -4.10507 -2.38029 -4.54417
C: 0.62546 2.31942 1.26680
O: 2.63776 1.27665 2.03638
H: -1.42221 3.66696 -1.66238
C: -3.80852 1.58246 -1.05317
H: 1.05489 -1.33070 -4.22603
H: -4.18290 -3.06974 -2.91765
H: -1.01573 4.63671 -7.73057
H: -2.01832 4.33408 0.57815
C: -1.38298 3.59632 -5.86033
C: -0.37500 3.26138 1.50581
C: -0.82588 3.27219 -0.85361
H: -0.73220 0.03153 -1.38342
H: 4.21226 -3.13029 -0.75065
H: -0.54066 4.96760 -2.81253
H: 5.77872 -1.11379 -1.51602
C: -2.61957 1.16094 -1.67773
H: -5.26106 1.10095 0.49355
C: 0.76961 1.82827 -0.03907
N: 0.07432 2.28492 -1.10936
C: -3.70750 -0.36977 0.40307
C: -0.26519 5.85341 -4.77264
H: 4.12517 -0.81619 -5.03293
C: 0.33998 -3.23924 -3.56126
P: -1.27049 -0.65092 -3.92147
C: -2.01573 -0.00519 -5.51312
H: -1.77755 -1.37828 0.49157
H: -1.18551 0.52918 -6.00927
H: 2.63111 -3.58510 -1.43796
C: -3.48720 -2.76272 -3.71814
H: 0.17912 6.77228 -4.37294
H: 1.35617 -3.55948 -3.28140
C: -1.16418 3.68238 0.43706
C: 2.57633 -1.76598 -0.24045
C: 1.61979 1.92340 2.29994
H: 3.96986 0.81448 0.09605
H: -3.33867 -0.89518 -2.73384
H: 4.51530 0.44672 -3.85249
C: -1.32007 2.41625 -3.73145
H: -0.35429 -3.68116 -2.83518
H: -3.65752 -1.31436 -6.10735
H: 3.01638 -1.36745 0.69034
H: 6.35268 0.09107 -0.37296
C: 3.13202 -3.14261 -0.57203
C: -2.07223 1.59735 -2.91802
H: 4.37305 -1.81592 -2.75165
Br: -4.62881 -1.62554 1.29728
H: -0.54992 3.63983 2.49772
H: 4.52928 1.17946 -1.54549
V: -0.25627 1.11273 -2.90744
C: 5.49611 -0.53690 -0.63305
H: 2.72817 -2.01835 -3.37920
H: 5.33870 -1.23139 0.19582
C: 4.29038 0.36053 -0.85462
C: -1.85262 0.16267 -1.04269
H: 2.00567 2.12424 4.28222
H: -4.29712 2.48410 -1.41292
C: -4.33415 0.82712 -0.00280
C: 0.29086 -1.70808 -3.52647
H: -2.12815 -2.07207 -2.19643
H: -1.86271 2.73409 -6.33932
H: -2.92197 -3.65943 -4.01904
H: 2.86556 0.28500 -4.44430
H: -2.73125 0.75734 -5.17109
N: -0.39477 5.77792 -6.09854
P: 2.76340 -0.43382 -1.52980
H: 0.16200 -3.63211 -4.56899
H: 2.94305 -3.80866 0.27818
C: -0.65066 4.81856 -3.89252
C: -2.35144 -0.57070 0.05009
C: -2.84118 -0.75151 -6.56857
C: -0.94400 4.67709 -6.63418
H: -2.22046 -1.35510 -7.23781
H: 1.49054 -1.83982 -0.05949
N: 1.32480 2.31404 3.57100

HOMO-LUMO gap (alpha / beta)   5.11 / 4.07 eV
M   667.51 g mol⁻¹
E_tot   -5646.08180 Ha
HOMO level (alpha / beta)   -19.347 / -19.346 eV
Relative energy (zero: lowest compared OMol25 entry of this formula, charge and spin)   2.736 eV
LUMO level (alpha / beta)   -14.236 / -15.277 eV
Total charge   +4
Expectation value of S²   0.7522
Spin multiplicity   2

C50H145N23O17 | ωB97M-V/def2-TZVPD

Atoms and positions in Å:
C: -15.68926 11.60033 -24.87546
H: -13.79732 12.08742 -21.47681
O: -19.37377 16.13198 -14.37287
H: -19.82210 9.08505 -10.94362
H: -10.49696 10.73105 -16.91664
H: -14.09196 19.17075 -12.82309
H: -10.12932 13.06928 -13.95962
H: -11.24509 18.78809 -13.93962
O: -15.48408 14.35736 -12.09455
N: -17.95446 10.89750 -21.07028
H: -11.85080 4.85960 -16.64422
O: -16.45028 6.95756 -15.31274
N: -13.83957 16.54098 -13.90112
C: -15.15155 11.39926 -23.45832
H: -15.76005 8.07590 -7.48111
C: -14.73213 13.61827 -11.51805
H: -17.81539 1.44644 -11.81507
C: -10.82083 14.19370 -16.45781
H: -16.14377 6.44538 -7.02653
C: -19.84600 7.97477 -13.94318
H: -14.87416 14.44144 -9.79391
H: -18.56034 8.63978 -16.44000
H: -9.86980 16.10965 -16.51425
O: -14.31113 11.65508 -14.81021
H: -19.58192 10.44871 -12.04178
H: -12.44201 8.32968 -18.13869
H: -8.52535 7.18109 -10.72868
N: -14.35424 13.73848 -10.29951
H: -19.86460 15.40904 -12.52174
H: -14.63369 10.31468 -11.31448
H: -15.98697 11.12904 -16.48567
C: -17.61057 3.95264 -10.79841
C: -20.18164 7.70546 -15.41590
H: -10.47519 13.18242 -16.24344
H: -18.34004 8.35786 -7.04049
H: -21.25773 7.87650 -15.38604
C: -14.43427 7.36048 -9.77376
H: -10.56169 13.81033 -18.39327
C: -16.49245 6.52059 -16.37896
H: -19.68596 9.32669 -7.55965
H: -12.70913 19.00038 -11.70121
H: -15.96468 10.65612 -26.51395
H: -18.12538 12.04755 -13.17621
H: -16.04329 9.27860 -18.78586
H: -16.49462 9.34182 -11.67455
H: -9.43077 10.98170 -9.88969
C: -15.01932 10.70696 -14.80416
H: -11.41513 4.92036 -6.54674
H: -14.85687 13.37200 -20.92050
N: -15.37628 6.43179 -17.10044
H: -17.53481 12.06675 -25.90840
N: -15.36397 10.48834 -25.71953
O: -11.54327 6.42617 -8.05457
H: -15.70613 14.73948 -16.50922
N: -11.27390 14.26853 -17.84290
C: -15.41865 7.04516 -7.57661
H: -12.26379 15.51554 -15.80270
N: -15.96168 10.49083 -15.70328
H: -11.70864 4.71548 -13.41116
O: -15.49718 12.50659 -22.59867
N: -10.41230 10.93483 -10.12316
H: -17.36543 5.76794 -17.90618
H: -19.88292 8.29591 -17.46196
H: -11.98469 13.55109 -17.83045
H: -21.13610 13.33747 -12.97729
H: -12.46113 10.50549 -19.36264
H: -9.96812 11.98881 -8.23789
H: -17.36600 16.45397 -14.86642
H: -15.42451 12.53563 -25.36863
C: -14.98582 8.63704 -10.41511
C: -12.92368 5.28664 -14.80605
H: -10.29902 11.25436 -18.52598
O: -12.43248 11.58012 -9.93333
H: -8.68070 5.79543 -11.86156
H: -14.66363 9.99775 -19.60927
O: -20.00213 11.61915 -20.89267
O: -18.48672 4.35456 -11.88336
H: -15.44485 9.25939 -9.64693
C: -16.10630 8.34523 -11.46446
H: -18.60168 16.88545 -16.15375
C: -11.95863 14.51160 -15.50758
C: -15.93971 13.21468 -17.81702
H: -19.40704 2.06411 -11.84815
C: -13.93058 17.10419 -10.37275
H: -11.39432 17.56206 -15.02675
H: -9.09975 14.99775 -15.30681
C: -10.78016 10.47339 -17.93718
H: -18.37754 10.98261 -16.66959
N: -14.04341 12.62891 -12.03163
C: -12.23530 10.47832 -18.29664
H: -13.20739 15.88600 -14.33867
H: -14.62928 6.81705 -16.54038
H: -20.07790 3.78362 -10.14956
C: -19.09546 13.72107 -13.62579
H: -11.47444 12.77063 -7.89558
C: -14.84199 12.36288 -21.33230
C: -10.24517 6.55045 -8.65680
C: -8.78282 6.12662 -10.82813
C: -17.23337 11.68730 -24.93204
N: -11.14925 6.49832 -10.91073
H: -17.45751 4.64050 -9.96684
H: -18.34849 15.34417 -15.89957
H: -18.71711 8.83041 -20.60181
H: -21.10090 13.71786 -14.62193
H: -21.05308 10.37100 -11.17936
H: -17.14299 13.69438 -19.36155
H: -13.83390 11.62220 -17.65693
O: -10.55575 5.79427 -15.40460
H: -13.73679 7.26178 -14.40582
C: -11.14733 13.22035 -13.60054
N: -16.68697 14.04685 -18.53215
N: -10.84863 12.35497 -8.57064
H: -16.84659 4.86816 -13.20852
C: -18.61864 9.36753 -7.34222
H: -20.40799 9.22015 -20.29865
H: -10.30077 9.54976 -18.26154
H: -12.15563 6.52591 -16.53630
H: -11.73171 4.32456 -8.21189
C: -9.60384 15.08129 -16.26962
C: -12.83347 17.46576 -13.35815
N: -19.82833 12.45249 -10.41240
H: -20.48414 12.10312 -14.02898
H: -18.75974 7.88813 -13.91833
H: -10.83678 10.34276 -10.82271
H: -13.76229 13.07754 -9.81696
C: -12.03155 18.23643 -14.45465
H: -14.48120 10.68678 -26.16835
O: -15.37098 6.64757 -8.96829
H: -17.64919 6.20184 -12.48825
H: -9.70528 7.56498 -16.22609
N: -15.33087 13.85396 -16.81768
H: -12.84184 13.88377 -15.62536
H: -13.72810 6.36370 -12.96991
H: -7.99125 5.56278 -10.33456
H: -17.85566 11.75092 -8.70180
N: -18.27701 12.92768 -12.70452
C: -13.15080 6.50551 -13.88355
H: -12.60353 19.01894 -14.95326
H: -20.71229 6.13946 -16.49589
H: -11.17626 7.50616 -10.85037
H: -12.68683 11.60632 -16.63687
C: -12.88970 9.17887 -17.62240
N: -14.06308 9.49986 -11.13965
C: -20.52681 13.18022 -13.86731
H: -11.99267 6.18663 -10.45076
H: -17.41739 13.41399 -12.49316
O: -17.86574 9.67725 -8.50954
H: -13.08212 16.45966 -10.60247
C: -18.64885 1.69436 -11.15783
C: -13.43539 18.46565 -12.31335
H: -16.63473 15.02308 -18.27843
H: -14.03484 12.47482 -13.02977
H: -18.20407 15.66628 -12.77513
C: -17.82980 5.19817 -12.87314
H: -15.32900 11.64362 -20.67383
C: -11.27294 11.64902 -9.57384
H: -14.15745 16.10658 -13.04651
H: -14.01998 9.54266 -13.52650
O: -14.39620 9.26437 -17.63277
H: -19.29716 13.15713 -9.92104
C: -11.91945 5.66415 -15.91204
H: -17.29233 10.78567 -10.00662
N: -17.59139 6.20364 -17.02345
N: -19.46506 9.50449 -20.52256
H: -11.12743 13.34871 -12.51830
H: -19.81943 11.90799 -16.83950
H: -10.01383 7.58883 -8.89416
H: -14.83543 13.20630 -16.22173
H: -13.83401 4.99275 -15.32858
H: -19.98705 9.02198 -13.67571
H: -16.51234 9.64496 -15.66601
H: -9.43451 6.41514 -7.94083
H: -20.23973 2.44308 -9.19381
H: -19.37317 12.50686 -11.31239
O: -20.26379 9.90719 -16.35959
C: -18.08651 10.84510 -9.26241
H: -17.53963 11.81009 -21.19361
C: -19.41833 10.90481 -16.98392
H: -12.97150 5.18590 -7.42109
H: -14.07727 6.73623 -10.59288
H: -18.34935 5.26383 -13.82909
H: -11.76760 12.35397 -13.83022
H: -17.42540 10.12945 -21.45795
H: -20.34299 7.35184 -13.19948
H: -13.13457 4.08862 -13.21912
H: -15.48796 10.51675 -22.91415
C: -19.47261 11.09142 -10.00941
C: -19.65025 8.63248 -16.45167
O: -11.61880 14.50758 -14.15161
H: -15.42426 8.86395 -14.31033
C: -11.88572 5.13991 -7.50508
H: -20.28537 5.83867 -14.91466
H: -8.90813 14.82587 -17.06890
H: -18.42392 9.95839 -6.44720
C: -10.14584 5.80339 -10.07100
H: -12.10897 17.02099 -12.67596
H: -13.41519 12.15710 -11.39694
H: -16.90668 7.74109 -11.03725
H: -16.62019 3.60330 -11.09032
H: -13.68284 17.76739 -9.54395
C: -19.23669 10.70717 -20.95629
H: -14.75794 8.24942 -19.48481
H: -14.49081 6.81196 -7.05427
N: -12.40640 4.18450 -13.91245
O: -15.82164 12.03025 -18.00126
H: -8.95729 7.01463 -14.99392
H: -12.14857 6.90285 -13.72307
N: -12.82417 11.63511 -17.63708
H: -10.50060 7.66057 -14.57827
H: -17.73480 2.30337 -9.39297
H: -19.47054 10.69472 -18.05220
H: -14.06614 11.33020 -23.53054
H: -15.50860 6.65204 -18.07721
C: -19.08836 15.26994 -13.27419
H: -17.61862 12.46383 -24.27122
H: -18.47839 6.35685 -16.56536
C: -18.35457 2.74869 -10.17123
C: -18.34538 16.25565 -15.30184
N: -14.87726 9.67047 -14.04498
C: -19.99000 10.15400 -11.07498
H: -19.05100 0.83567 -10.62022
H: -13.48658 7.58873 -9.28603
H: -13.35220 9.76090 -10.47137
O: -14.46526 17.98501 -11.37665
N: -20.03320 6.31459 -15.76906
N: -19.61562 3.18305 -9.48195
H: -14.69645 16.43101 -9.98755
H: -17.70763 10.73920 -24.67847
H: -12.62556 9.24810 -16.56716
H: -18.66996 13.55842 -14.61604
H: -10.26907 4.72061 -10.09341
C: -14.97158 9.17957 -18.95824
C: -9.99773 7.03771 -15.31804
H: -15.93072 7.81504 -12.40049
H: -20.18873 10.88746 -9.21337

HOMO-LUMO gap   7.69 eV
M   1340.85 g mol⁻¹
E_tot   -4530.26664 Ha
HOMO level   -7.964 eV
Relative energy (zero: lowest compared OMol25 entry of this formula, charge and spin)   7.262 eV
LUMO level   -0.278 eV
Total charge   0